[1]
DFT (ωB97M-V/def2-TZVPD) results for C9H18ClNO3Ta as an isolated structure.

ORCA input file:
```
! RIJCOSX wB97M-V def2-TZVPD def2/J DEFGRID3
* xyz -1 1
C 1.108 -0.524 -1.912
H 3.243 1.135 0.298
Ta -1.061 -1.029 -1.429
C 2.302 -2.299 2.379
H 1.170 -1.054 0.692
N -1.871 0.557 -2.696
O 2.900 -1.211 1.854
H 2.450 1.160 -1.932
H -1.046 -2.198 -2.874
Cl -2.249 3.334 1.418
C -2.851 1.687 1.826
C 2.677 0.273 -0.049
H -3.393 -0.093 0.795
O -0.829 2.693 -2.581
H 1.737 -1.398 -1.734
H 1.082 1.467 -0.926
C -1.274 1.604 -2.675
H -1.166 -0.525 1.328
H -2.238 1.353 2.655
H -3.873 1.804 2.172
O 1.835 -2.348 3.481
C 1.778 0.682 -1.217
H 2.267 -3.160 1.700
H -0.371 -2.426 -0.446
H -2.738 -1.740 -1.081
H 1.523 0.320 1.774
H -0.555 0.965 0.645
H -3.040 1.250 -0.260
C -2.716 0.746 0.648
C 1.945 -0.400 1.081
C -1.293 0.176 0.498
H 1.144 -0.364 -2.991
H 3.404 -0.439 -0.439
*
```

## Properties
E_HOMO: -5.1790 eV
E_LUMO: 3.015 eV
HOMO-LUMO gap: 8.19 eV

[2]
DFT (ωB97M-V/def2-TZVPD) results for C29H44BaNOSi2 as an isolated structure.

ORCA input file:
```
! RIJCOSX wB97M-V def2-TZVPD def2/J DEFGRID3
* xyz -1 1
H 3.745 1.797 5.210
C -0.202 -3.953 -4.040
C 0.770 -2.863 0.786
O 0.929 -0.306 -2.325
C -1.385 -2.083 0.639
H -1.822 3.402 2.203
H 3.791 0.174 5.919
C -0.959 -2.447 -0.661
H -0.439 1.628 -1.361
Ba 1.565 -0.139 -0.054
H -2.383 -1.749 0.909
H 3.372 3.640 4.234
C 3.712 0.727 4.969
C -2.186 -2.619 -4.358
C 2.111 3.314 0.408
N -0.622 -0.271 -3.969
H -0.544 -6.006 -3.459
C -3.222 0.916 0.444
C -0.793 -2.716 -4.341
H 2.008 4.466 3.463
H 4.604 0.490 4.372
H -3.285 3.219 -2.912
H 1.024 -1.533 -4.260
H 2.933 -1.771 2.768
H 1.433 -2.180 3.621
C -2.840 1.837 -0.585
C 1.689 1.235 2.623
H 2.417 2.755 -0.500
H -3.326 0.184 -3.615
H -4.511 0.735 -2.416
C -0.003 -1.455 -4.613
C -2.382 2.601 -2.959
H -2.282 2.273 -4.000
H -1.228 0.070 -0.933
H -3.744 -0.021 0.272
H 0.980 -3.256 -1.419
H -2.655 -1.676 -4.649
H 5.115 2.665 1.154
H 1.090 -0.070 6.358
H -1.522 3.240 -2.716
H -4.066 -3.555 -3.922
H 0.607 1.475 2.596
H 2.960 -2.095 4.509
C -1.064 0.799 -1.746
H -3.389 -0.593 -2.028
C -2.286 2.994 0.054
H 0.891 -4.040 -4.054
C -0.312 -2.320 1.528
H 1.014 3.428 0.416
Si 2.106 0.203 4.100
Si 2.778 2.576 2.026
H 0.016 -1.233 -5.684
H -1.964 3.903 -0.462
C -2.225 2.735 1.442
H 0.440 1.379 5.555
H 3.663 4.742 2.874
C -1.007 -5.052 -3.711
H -1.591 -2.487 -1.548
C 0.387 -2.885 -0.583
C 4.511 1.888 1.649
H 2.532 4.331 0.308
C 0.736 0.332 5.397
H 5.033 1.590 2.569
H -3.023 -5.779 -3.397
H -0.348 -2.176 2.613
H -2.866 0.940 2.644
C -3.479 0.372 -2.542
C -2.501 1.415 -2.004
C -2.783 1.439 1.680
C 2.974 3.979 3.269
H 4.492 1.009 0.983
C 2.374 -1.624 3.704
H -0.167 -0.228 5.107
C -2.401 -4.926 -3.667
C -2.989 -3.699 -3.979
C -0.219 0.077 -2.752
H 1.722 -3.233 1.181
H -1.506 0.064 -4.329
*
```

## Properties
Energy relative to the best compared isomer or geometry (same formula, charge and spin): 2.134 eV
E_HOMO: -3.1222 eV
E_LUMO: 1.646 eV
HOMO-LUMO gap: 4.77 eV

[3]
DFT (ωB97M-V/def2-TZVPD) results for C41H40ClIIrN6O3Si as an isolated structure.

ORCA input file:
```
! RIJCOSX wB97M-V def2-TZVPD def2/J DEFGRID3
* xyz 0 6
C -1.346 1.298 3.534
C -2.036 0.845 -5.008
H 3.179 -2.871 -1.110
H 7.107 -0.155 1.048
H -3.383 -1.278 -3.394
N -1.494 0.606 -1.379
C -1.628 1.137 -2.643
N 1.221 0.482 -2.482
C 1.290 -1.887 1.472
C 5.228 -0.132 2.087
C 2.213 2.566 -2.011
C -3.266 2.175 1.809
C -4.301 2.698 0.852
H -2.302 0.206 -5.842
C 2.944 3.660 -2.508
C 3.447 3.698 -3.805
H -2.898 1.125 4.995
H 0.530 4.700 1.138
C 0.926 -0.518 -3.287
H 4.362 -2.095 -2.181
C 2.449 1.538 -4.275
H 2.462 0.453 -6.136
H -1.803 2.593 -6.231
C 4.146 -1.172 -0.253
C -3.631 1.858 3.115
H 2.806 -1.138 3.702
H 3.186 2.703 0.880
C 3.298 -0.828 0.817
H 1.291 5.311 2.612
H -1.974 3.994 -1.471
H -2.045 -1.713 -4.468
O 1.762 2.500 -0.819
C -1.056 3.469 -1.747
H -1.235 4.059 -4.329
C -1.987 0.300 -3.739
C 1.346 -0.565 -4.621
C -2.920 -1.611 1.187
H 1.067 -1.407 -5.239
H -3.915 2.739 -0.162
C -2.314 -1.159 -3.568
C 1.409 2.609 4.448
H -0.352 4.649 2.669
N 1.904 -0.973 0.708
C -2.650 1.396 3.976
H 0.560 3.097 4.930
C 3.001 -0.170 3.236
H -0.532 -3.102 3.085
C -0.208 -1.798 1.438
H 2.321 3.082 4.819
H 3.493 0.475 3.964
C -2.387 -2.387 2.207
C -1.419 3.005 -4.161
N -0.729 -1.040 0.483
C -1.035 1.673 2.214
N -2.012 2.067 1.377
C 2.111 0.458 -5.114
C -2.493 -0.137 -0.828
H -0.324 4.218 -2.053
O -3.655 -0.162 -1.205
C -1.342 2.513 -2.870
C 5.505 -0.912 -0.157
H 5.659 0.243 3.009
H 2.783 -1.356 -1.883
H -4.655 1.988 3.438
C 6.046 -0.364 0.994
H 0.360 -1.333 -2.855
C -1.009 -2.494 2.330
H 3.695 1.927 2.373
C 1.961 1.501 -2.947
O 1.821 -2.772 2.141
H 4.017 4.554 -4.135
Si 1.360 2.823 2.561
C -2.047 -0.948 0.346
H -3.983 -1.505 1.020
H -0.706 2.969 -0.853
H 2.036 0.260 2.962
C -1.752 2.185 -5.230
H 1.431 1.564 4.760
Ir 0.494 0.749 -0.175
C 3.862 -0.370 2.023
N 0.279 1.679 1.770
I 3.204 5.292 -1.229
H -0.564 0.913 4.172
H -3.041 -2.919 2.884
H -4.614 3.700 1.155
C 0.634 4.535 2.213
H -1.801 -1.595 -2.713
C 3.592 -1.911 -1.432
H 6.154 -1.163 -0.988
C 3.135 2.764 1.962
Cl 3.832 2.750 -6.288
C 3.213 2.659 -4.674
H -5.182 2.055 0.856
H 3.631 3.687 2.273
*
```

## Properties
Energy relative to the best compared isomer or geometry (same formula, charge and spin): 0.000 eV
E_HOMO (spin up / spin down): -7.4667 / -7.5469 eV
E_LUMO (spin up / spin down): -0.390 / -3.431 eV
HOMO-LUMO gap (spin up / spin down): 7.08 / 4.12 eV

[4]
DFT (ωB97M-V/def2-TZVPD) results for C33H26Cl5IrSb2 as an isolated structure.

ORCA input file:
```
! RIJCOSX wB97M-V def2-TZVPD def2/J DEFGRID3
* xyz 3 6
Sb 3.083 -0.014 -1.543
H -1.787 1.262 -2.944
Sb -2.102 0.224 -0.548
C -0.509 0.175 3.562
H 5.868 4.283 -2.172
C 5.857 3.293 -1.739
H -7.651 2.261 -0.206
Cl -4.995 -4.259 -2.482
C -2.909 -4.696 -0.874
H -0.457 -1.183 1.901
C -1.383 -2.849 -0.233
H 7.825 3.472 -0.907
C -1.798 -4.213 -0.231
H 0.566 1.870 -3.210
H 2.982 -0.809 3.599
C -0.756 -0.194 2.251
H -1.278 2.375 -1.687
C -6.637 1.892 -0.278
H 5.897 -0.277 -0.220
H 3.166 0.508 1.543
C 3.033 -1.193 0.227
Cl -0.715 -5.287 0.573
H 1.653 2.196 -1.132
C -4.865 0.511 0.575
C -5.814 2.338 -1.305
C -1.138 1.360 -2.073
C -4.048 0.952 -0.464
H 0.371 0.153 -2.999
H 2.776 -4.422 1.311
H 7.840 1.206 0.070
C -1.552 2.304 3.155
C -0.903 1.429 4.012
C 0.312 1.103 -2.474
Ir 0.610 -2.794 0.202
C -3.292 -2.357 -1.601
H 3.910 2.827 -2.483
H -6.811 0.646 1.461
C 3.052 -0.568 1.468
C 6.960 2.833 -1.023
H -3.886 2.217 -2.217
H -0.035 -0.519 4.242
C 2.951 -2.605 0.161
C 1.313 1.176 -1.320
C 4.753 1.204 -1.315
Cl -3.328 -6.333 -0.845
C -6.166 0.982 0.660
C -1.836 1.921 1.852
C 2.761 -3.339 1.341
H -0.718 1.717 5.038
H 0.901 0.798 -0.379
C 2.929 -1.313 2.644
C -2.252 -1.896 -0.818
H -1.864 3.278 3.507
C 5.877 0.726 -0.632
C -1.428 0.669 1.389
H 2.629 -3.260 3.492
H -4.499 -0.182 1.325
C 2.738 -2.679 2.586
C -3.668 -3.757 -1.615
H -2.393 2.599 1.215
Cl 0.855 -2.267 -2.179
Cl -4.153 -1.317 -2.631
H 3.131 -3.128 -0.771
C 4.757 2.474 -1.906
C 6.971 1.555 -0.471
H -6.184 3.053 -2.027
C -4.514 1.866 -1.406
*
```

## Properties
Energy relative to the best compared isomer or geometry (same formula, charge and spin): 0.000 eV
E_HOMO (spin up / spin down): -16.4764 / -16.7011 eV
E_LUMO (spin up / spin down): -8.430 / -11.863 eV
HOMO-LUMO gap (spin up / spin down): 8.05 / 4.84 eV

[5]
DFT (ωB97M-V/def2-TZVPD) results for C29H20ClF5IrOP as an isolated structure.

ORCA input file:
```
! RIJCOSX wB97M-V def2-TZVPD def2/J DEFGRID3
* xyz 1 6
F -3.913 1.627 4.424
C 1.210 -0.784 -3.706
C 0.807 4.835 -4.016
C 0.444 -1.972 0.324
H 1.278 1.764 -5.466
Ir 0.063 -0.346 1.447
C 1.245 -1.950 1.556
H 0.817 -1.935 -0.689
C -1.714 -0.072 -3.407
C 2.064 -2.489 -5.205
H -0.257 2.723 -1.519
C 1.018 -1.674 -4.793
C -1.250 2.175 1.983
H 0.040 5.181 -2.022
H 0.613 -2.146 3.704
C -0.730 3.428 3.968
H 1.924 -3.134 -6.077
H 2.525 -0.188 -2.058
C 3.289 -2.458 -4.519
C -2.799 2.108 3.824
C -3.363 -1.855 -3.538
C -2.067 -1.446 -3.242
C 0.294 4.418 -2.772
C 0.406 2.114 -3.520
H -1.979 -2.013 2.699
C -4.331 -0.916 -3.937
F 0.538 3.768 1.988
C -1.851 2.828 4.567
H -1.315 -2.170 -2.919
H 4.406 -1.662 -2.848
H -3.629 -2.910 -3.476
C -2.731 0.887 -3.671
H -4.787 1.179 -4.245
C 0.305 -1.997 2.664
C -0.962 -2.008 0.695
F -3.460 1.253 1.706
Cl 1.989 0.718 0.613
C -4.021 0.452 -3.966
C 1.189 3.887 -4.985
H 0.912 5.902 -4.250
C 3.453 -1.639 -3.384
C -2.543 1.856 2.497
C -0.467 3.174 2.651
C 2.421 -0.811 -2.953
H -5.325 -1.256 -4.246
F -2.060 3.006 5.881
H 0.061 -1.661 -5.319
H 2.322 -1.854 1.605
F 0.064 4.254 4.696
C -1.049 -1.980 2.143
C 0.108 3.060 -2.500
O -0.727 1.534 0.991
C 1.011 2.535 -4.735
H 1.616 4.201 -5.945
H 4.122 -3.067 -4.889
H -2.480 1.950 -3.692
H -1.800 -1.923 -0.005
P -0.029 0.422 -3.493
*
```

## Properties
E_HOMO (spin up / spin down): -7.3115 / -11.8961 eV
E_LUMO (spin up / spin down): -2.897 / -5.133 eV
HOMO-LUMO gap (spin up / spin down): 4.41 / 6.76 eV

Ordered molar mass results: 404.65 616.18 1047.47 1035.57 738.11; unit g mol⁻¹.